[1]
Computed, not measured: a molecular structure, C23H44AuF3N4O5SSbSi3, with ωB97M-V/def2-TZVPD.

Geometry (Å):
1 Au -0.09597 0.01506 -0.60564
2 C 2.77964 1.29750 0.17252
3 N 1.37702 1.53219 0.55950
4 C 1.27859 1.44418 2.02389
5 N 2.14491 2.42678 2.67864
6 C 3.52139 2.18032 2.24337
7 N 3.67431 2.27808 0.79096
8 C 3.24706 3.61344 0.37729
9 N 1.86253 3.90313 0.76174
10 C 1.00302 2.89187 0.14809
11 C 1.75689 3.75949 2.21654
12 H 2.85436 1.34205 -0.91346
13 H 3.05817 0.29119 0.48584
14 H 1.55416 0.43439 2.32977
15 H 0.23996 1.61574 2.31327
16 H 3.81952 1.17999 2.56401
17 H 4.17783 2.91445 2.71900
18 H 3.33482 3.69182 -0.70889
19 H 3.90301 4.35650 0.83897
20 H 1.07263 2.95658 -0.93987
21 H -0.03402 3.06575 0.44634
22 H 0.72301 3.94991 2.51514
23 H 2.40309 4.50218 2.69206
24 C -4.91521 2.55209 -3.06924
25 Si -3.14207 2.48022 -2.44585
26 C -2.84812 4.05940 -1.45831
27 C -2.00616 2.55532 -3.94254
28 Sb -2.59318 0.37979 -1.11221
29 Si -4.10007 0.72389 0.92406
30 C -5.88364 1.07524 0.41389
31 C -3.36533 2.25244 1.74618
32 C -4.08016 -0.63171 2.19911
33 Si -3.39061 -1.42466 -2.74956
34 C -2.71026 -3.07529 -2.23360
35 C -2.70309 -0.96668 -4.43060
36 C -5.27795 -1.47892 -2.81515
37 H -5.01952 3.48560 -3.63184
38 H -5.65148 2.55522 -2.26522
39 H -5.15485 1.72681 -3.73957
40 H -2.71038 4.87456 -2.17485
41 H -1.96434 4.01904 -0.82307
42 H -3.70389 4.31079 -0.83015
43 H -1.98054 3.58744 -4.30530
44 H -2.36129 1.92136 -4.75227
45 H -0.98727 2.24504 -3.71120
46 H -6.01958 2.11645 0.11646
47 H -6.53630 0.88079 1.26909
48 H -6.21853 0.44797 -0.41140
49 H -3.36713 3.13988 1.11592
50 H -2.33274 2.04395 2.03488
51 H -3.92772 2.47561 2.65823
52 H -4.47994 -1.57650 1.83876
53 H -4.68922 -0.27697 3.03812
54 H -3.07434 -0.82850 2.56086
55 H -1.62586 -3.07889 -2.35041
56 H -3.13987 -3.84075 -2.88821
57 H -2.92441 -3.31654 -1.19622
58 H -1.66035 -0.65905 -4.35646
59 H -3.28871 -0.18922 -4.92130
60 H -2.73541 -1.86421 -5.05698
61 H -5.73668 -1.36248 -1.83411
62 H -5.59445 -2.44686 -3.21207
63 H -5.67796 -0.70226 -3.46904
64 O 1.72370 -0.94893 -1.49698
65 C 1.49566 -1.34909 -2.68460
66 O 0.50110 -1.11145 -3.37697
67 C 2.59283 -2.22152 -3.27614
68 C 3.57769 -2.77474 -2.46676
69 C 4.56076 -3.58570 -3.01444
70 C 4.57397 -3.83915 -4.37973
71 C 3.59449 -3.28529 -5.19313
72 C 2.60389 -2.48703 -4.64044
73 H 3.55019 -2.56191 -1.40642
74 H 5.31803 -4.02313 -2.37536
75 H 5.34382 -4.47007 -4.80760
76 H 3.60048 -3.48279 -6.25859
77 H 1.81652 -2.06102 -5.24843
78 F -0.38820 -5.03076 0.93978
79 C 0.10991 -3.78221 0.89241
80 F 0.25102 -3.45166 -0.39587
81 F 1.33270 -3.81849 1.44565
82 S -0.99998 -2.59338 1.76038
83 O -1.15790 -3.16495 3.07454
84 O -2.18183 -2.59539 0.92040
85 O -0.25304 -1.34272 1.72790

Computed properties:
* HOMO energy: -5.3 eV
* orbital gap: 7.71 eV
* net charge: -1
* relative energy (zero: lowest compared OMol25 entry of this formula, charge and spin): 79.9 kJ/mol

[2]
Computed, not measured: 3 unconnected molecules or ions with the total composition C23H44BF2O4, with ωB97M-V/def2-TZVPD.

Geometry (Å):
1 C -3.99841 3.22924 3.69256
2 C -4.30029 2.08146 2.72014
3 O -3.93771 2.42441 1.40810
4 C -4.14402 1.32483 0.50296
5 C -2.88861 0.40295 0.49800
6 O -2.16789 0.65195 -0.67123
7 B -0.67979 0.66108 -0.51333
8 C -0.07135 -0.57288 0.36767
9 C -0.57399 -1.97936 -0.09003
10 C 0.42730 -3.07600 0.29761
11 F 0.73957 -3.93247 -0.77890
12 C -0.08114 0.69698 -2.08023
13 C 1.37559 0.35354 -2.22604
14 C 1.79154 -0.96122 -2.26678
15 C 3.09654 -1.33363 -2.40223
16 C 4.07823 -0.37882 -2.50073
17 C 3.69443 0.93099 -2.49240
18 C 2.38047 1.30519 -2.36353
19 C 2.09720 2.79229 -2.39898
20 C -0.14884 2.06609 0.19219
21 C -0.87992 3.30177 -0.33401
22 F -0.20653 2.04352 1.62733
23 H -3.39270 4.00694 3.22677
24 H -4.92923 3.65737 4.07252
25 H -3.44454 2.86725 4.56139
26 H -3.71117 1.21285 3.05140
27 H -5.36655 1.81711 2.78460
28 H -4.23651 1.79601 -0.47355
29 H -5.04023 0.75849 0.79001
30 H -3.27780 -0.63100 0.51008
31 H -2.34420 0.64329 1.41679
32 H -0.36402 -0.50136 1.42423
33 H 1.02426 -0.60140 0.38131
34 H -0.77423 -2.01198 -1.16254
35 H -1.49057 -2.20878 0.45760
36 H 1.36088 -2.66884 0.68985
37 H -0.00322 -3.71507 1.07697
38 H -0.24641 1.66489 -2.56162
39 H -0.64302 -0.05627 -2.64870
40 H 1.03492 -1.73580 -2.19801
41 H 3.31169 -2.39722 -2.43002
42 H 5.10971 -0.70383 -2.58268
43 H 4.47286 1.68351 -2.58128
44 H 1.20863 3.00674 -2.99674
45 H 2.95128 3.32890 -2.81971
46 H 1.93087 3.22473 -1.41028
47 H 0.91357 2.12743 -0.06217
48 H -1.43474 3.08152 -1.24516
49 H -1.62402 3.58670 0.41776
50 H -0.20254 4.15043 -0.48001
51 C 0.36815 -7.31880 -3.58498
52 C -0.86870 -6.51670 -3.96373
53 C -0.49202 -5.23590 -4.69426
54 O -1.61712 -6.20201 -2.79409
55 H 1.00809 -6.74097 -2.91305
56 H 0.08504 -8.23043 -3.05624
57 H 0.94907 -7.59319 -4.46797
58 H -1.51915 -7.12315 -4.59712
59 H 0.12220 -4.59584 -4.05547
60 H -1.38592 -4.66759 -4.95382
61 H 0.06399 -5.44978 -5.60949
62 H -1.05805 -5.66300 -2.21985
63 C 2.86347 1.96411 4.85335
64 C 2.78961 3.48054 4.74604
65 C 1.48870 4.01104 5.33207
66 O 2.89986 3.87277 3.38309
67 H 2.04653 1.50027 4.29454
68 H 3.79640 1.59632 4.42409
69 H 2.80412 1.63645 5.89373
70 H 3.63722 3.92761 5.26983
71 H 0.63113 3.60743 4.78751
72 H 1.44494 5.09760 5.24267
73 H 1.38953 3.74279 6.38626
74 H 2.15754 3.48594 2.89990

Computed properties:
* HOMO energy: -4.7 eV
* orbital gap: 7.50 eV
* net charge: -1
* relative energy (zero: lowest compared OMol25 entry of this formula, charge and spin): 31.3 kJ/mol

[3]
Computed, not measured: 9 unconnected molecules or ions with the total composition C23H44Cl6O15, with ωB97M-V/def2-TZVPD.

Geometry (Å):
1 C -4.76498 -9.64576 3.91397
2 O -3.61027 -9.32062 3.15595
3 C -3.75544 -8.64741 2.00810
4 O -4.83560 -8.42747 1.42171
5 O -2.55184 -8.27193 1.47333
6 C -2.50550 -7.66603 0.22142
7 H -5.44227 -10.36123 3.44764
8 H -5.35485 -8.74327 4.07418
9 H -4.52539 -10.05113 4.89701
10 H -2.94197 -6.68050 0.38371
11 H -3.15672 -8.12426 -0.52291
12 H -1.43322 -7.65592 0.02591
13 C 5.92063 9.66387 -7.84176
14 O 6.88258 9.10424 -6.84818
15 C 6.75287 8.01406 -6.07885
16 O 7.54630 7.53307 -5.31395
17 O 5.56884 7.47443 -6.27011
18 C 5.01267 6.51967 -5.40012
19 H 6.27083 10.50953 -8.43365
20 H 4.94227 9.91949 -7.43486
21 H 5.73075 8.88734 -8.58273
22 H 4.71132 7.04960 -4.49653
23 H 5.74528 5.72872 -5.23959
24 H 4.15825 6.06717 -5.90344
25 C -0.15253 1.66722 7.11520
26 O -0.94231 1.09890 8.17868
27 C -2.29865 1.31033 8.24071
28 O -2.93275 1.80806 7.28545
29 O -2.81429 0.81407 9.35096
30 C -4.14443 1.09600 9.77355
31 H 0.78828 1.11788 7.08075
32 H 0.08504 2.70494 7.34931
33 H -0.54614 1.61882 6.09990
34 H -4.20805 2.16313 9.98628
35 H -4.32818 0.54581 10.69639
36 H -4.88575 0.92000 8.99407
37 C -0.89807 7.22479 4.19173
38 O 0.45230 6.72798 4.35455
39 C 1.24697 6.58319 3.28744
40 O 0.93619 6.73605 2.13315
41 O 2.51176 6.39255 3.72708
42 C 3.56589 6.35325 2.76887
43 H -1.35662 7.30729 5.17713
44 H -1.60851 6.54372 3.72320
45 H -0.95501 8.23567 3.78803
46 H 4.47883 6.28175 3.36007
47 H 3.64554 7.23423 2.13196
48 H 3.67699 5.43447 2.19303
49 Cl -4.48852 0.41013 -10.44195
50 C -4.34900 1.86752 -9.37175
51 Cl -3.44274 1.59319 -7.84680
52 Cl -5.89607 2.58704 -9.00617
53 H -3.85321 2.57424 -10.03723
54 Cl -6.47637 1.06753 -1.66254
55 C -6.67176 0.38231 0.00955
56 Cl -7.56636 1.58307 0.92971
57 Cl -5.17505 0.15418 0.82852
58 H -7.12601 -0.60836 -0.00860
59 C 3.80665 -4.61855 3.42606
60 C 4.17805 -4.59174 4.89972
61 C 4.83363 -5.90361 5.37088
62 O 4.17773 -3.61544 5.60833
63 H 3.62684 -5.62712 3.05382
64 H 4.49350 -4.01484 2.83288
65 H 2.90106 -4.08192 3.14320
66 H 5.63495 -6.24346 4.71477
67 H 4.05315 -6.65457 5.49338
68 H 5.29718 -5.65258 6.32492
69 C 0.87614 0.61712 0.11587
70 C 1.27126 0.57119 -1.34261
71 C 0.22387 -0.07828 -2.26714
72 O 2.30108 1.02266 -1.80144
73 H 1.60310 1.12728 0.74784
74 H 0.77780 -0.36241 0.58380
75 H -0.06276 1.17064 0.12901
76 H 0.00886 -1.08782 -1.91683
77 H 0.58905 -0.19786 -3.28717
78 H -0.66844 0.54748 -2.28509
79 C -1.58616 -6.57131 -7.41703
80 C -0.51402 -5.62358 -6.97428
81 C -0.26033 -4.34300 -7.80321
82 O 0.13698 -5.83138 -5.95697
83 H -2.54830 -6.18911 -7.07596
84 H -1.38848 -7.56321 -7.01064
85 H -1.79917 -6.54623 -8.48572
86 H 0.77896 -4.26429 -8.12222
87 H -0.45139 -3.55532 -7.07439
88 H -0.92671 -4.24535 -8.66025

Computed properties:
* HOMO energy: -9.6 eV
* orbital gap: 9.77 eV
* SMILES string: COC(=O)OC.COC(=O)OC.COC(=O)OC.COC(=O)OC.ClC(Cl)Cl.ClC(Cl)Cl.CC(C)=O.CC(C)=O.CC(C)=O